(1)
Entry from OMol25: a 2-piece molecular cluster, C4H8NS overall at a distorted geometry (wB97M-V/def2-TZVPD).

Each line ends with the natural charge from an NBO analysis.
Geometry (Å):
S1 2.275 -0.387 0.231  0.321
N1 -0.341 -0.174 0.202  -0.327
C1 0.629 -1.110 -0.215  -0.374
C2 0.132 1.009 0.182  0.357
C3 1.500 1.218 0.017  -0.704
C4 -1.693 -0.634 0.203  -0.426
H1 -0.950 2.120 0.305  0.286
H2 -2.329 -0.159 0.886  0.252
H3 -1.651 -1.675 0.396  0.240
H4 0.623 -1.182 -1.346  0.247
H5 1.691 1.587 -1.071  0.304
H6 0.509 -2.077 0.372  0.266
H7 1.827 1.999 0.725  0.306
H8 -2.223 -0.536 -0.887  0.252

Computed properties:
- net charge = +1
- relative energy (zero: lowest compared OMol25 entry of this formula, charge and spin) (kcal/mol) = 50.3
- maximum force (eV Å⁻¹) = 7.91

---

(2)
Entry from OMol25: C4H7NaO3 as an isolated structure at a distorted geometry (wB97M-V/def2-TZVPD).

Each line ends with the natural charge from an NBO analysis.
Geometry (Å):
Na1 0.129 -2.776 1.358  0.967
O1 0.962 -0.677 0.105  -0.671
O2 -1.405 -1.102 1.100  -1.008
O3 0.476 1.362 -0.473  -0.537
C1 0.151 0.244 0.149  0.809
C2 -1.037 0.205 1.169  -0.147
C3 -0.447 1.990 -1.379  -0.067
C4 0.345 2.681 -2.462  -0.626
H1 1.260 3.129 -2.053  0.224
H2 -1.112 1.225 -1.801  0.185
H3 -0.271 3.481 -2.895  0.211
H4 -1.058 2.712 -0.821  0.177
H5 -1.818 0.844 0.692  0.121
H6 0.614 1.980 -3.263  0.211
H7 -0.869 0.792 2.101  0.151

Computed properties:
- relative energy (zero: lowest compared OMol25 entry of this formula, charge and spin) (kcal/mol) = 0.0
- maximum force (eV Å⁻¹) = 3.32

---

(3)
Entry from OMol25: a 6-piece molecular cluster, C37H64N2O12 overall at a distorted geometry (wB97M-V/def2-TZVPD).

Each line ends with the Löwdin charge.
Geometry (Å):
O1 -0.851 -8.554 1.716  0.089
O2 -4.110 -1.405 -6.931  0.088
O3 -1.174 -6.379 1.446  -0.003
O4 -3.404 -0.233 0.364  0.107
O5 3.666 0.151 3.942  0.087
O6 0.079 1.568 -4.771  0.006
O7 -5.315 -0.462 -5.330  -0.009
O8 -1.407 1.006 -0.073  -0.077
O9 4.933 -0.659 -1.734  -0.001
O10 1.205 2.351 -3.029  0.057
O11 3.204 0.353 -0.787  0.092
O12 5.848 0.464 4.153  0.000
N1 -0.126 -2.000 2.939  0.018
N2 -5.985 1.287 0.587  0.107
C1 6.997 0.889 4.901  -0.230
C2 -5.197 -1.240 -6.421  -0.516
C3 4.611 0.343 4.672  -0.516
C4 -0.876 -4.708 -0.298  -0.062
C5 1.037 3.504 0.213  -0.063
C6 -6.405 -1.973 -6.931  0.010
C7 -7.041 2.970 2.108  -0.067
C8 -0.721 1.645 1.062  -0.303
C9 -0.559 -1.730 4.262  -0.118
C10 -0.215 -0.921 2.033  -0.063
C11 -0.731 0.516 2.220  -0.072
C12 -0.693 -5.054 1.166  -0.236
C13 -6.570 -0.041 -4.770  -0.226
C14 -2.155 0.733 -5.253  -0.060
C15 -1.257 0.868 3.663  0.024
C16 7.651 -0.283 5.604  -0.067
C17 -1.128 -0.353 4.627  -0.049
C18 -0.665 0.531 -5.433  -0.220
C19 3.214 2.507 2.063  -0.231
C20 -0.439 -7.496 1.295  -0.530
C21 -4.241 2.536 2.013  -0.100
C22 3.954 0.266 -1.735  -0.498
C23 0.429 1.529 -3.474  -0.496
C24 -7.112 -1.080 -3.810  -0.063
C25 1.762 1.749 2.129  -0.157
C26 -0.226 0.523 -2.573  0.026
C27 0.850 2.012 0.837  -0.223
C28 -5.741 2.190 1.513  -0.329
C29 4.441 0.351 6.164  0.013
C30 -1.706 2.893 1.375  -0.064
C31 6.928 -0.046 -2.982  -0.069
C32 -2.773 0.833 0.377  -0.317
C33 3.149 3.747 3.084  -0.128
C34 0.843 -7.425 0.515  0.003
C35 -3.144 2.310 0.869  -0.170
C36 5.739 -0.979 -2.877  -0.235
C37 3.870 1.240 -2.875  0.021
H1 7.570 -0.334 -3.818  0.080
H2 -0.479 -2.553 5.046  0.102
H3 2.818 1.510 -3.025  0.047
H4 1.211 1.277 0.026  0.113
H5 0.198 3.751 -0.517  0.077
H6 2.021 0.626 2.201  0.106
H7 -0.334 -0.459 -5.111  0.115
H8 -7.214 3.862 1.420  0.081
H9 6.743 1.702 5.585  0.114
H10 -0.296 -5.371 -0.943  0.065
H11 -1.663 1.884 3.958  0.087
H12 -2.444 0.674 -4.202  0.072
H13 4.475 -0.675 6.536  0.098
H14 -2.451 1.724 -5.609  0.089
H15 -7.909 2.232 2.036  0.073
H16 -0.504 -0.402 -3.075  0.081
H17 -8.034 -0.727 -3.342  0.082
H18 6.096 -2.000 -2.721  0.121
H19 -6.380 -1.296 -3.028  0.088
H20 -6.442 -2.965 -6.478  0.100
H21 -2.716 -0.022 -5.808  0.051
H22 7.516 -0.073 -2.061  0.083
H23 -6.314 -2.076 -8.014  0.094
H24 8.559 0.037 6.121  0.082
H25 0.485 0.245 -1.793  0.079
H26 -7.283 0.220 -5.555  0.114
H27 7.911 -1.063 4.884  0.085
H28 3.978 4.505 2.886  0.072
H29 5.138 -0.998 -3.789  0.113
H30 -6.866 3.237 3.201  0.073
H31 3.990 1.771 2.476  0.079
H32 -0.566 -3.678 -0.491  0.074
H33 -0.417 0.608 -6.494  0.123
H34 -3.462 2.892 -0.074  0.161
H35 -7.344 -1.452 -6.752  0.070
H36 -1.613 3.829 0.724  0.116
H37 2.091 4.197 3.019  0.061
H38 -7.322 -2.025 -4.317  0.068
H39 0.642 -7.662 -0.531  0.096
H40 1.535 -8.164 0.923  0.091
H41 1.287 2.119 3.117  0.115
H42 7.696 1.306 4.173  0.124
H43 -4.221 3.664 2.270  0.126
H44 0.339 -4.930 1.501  0.111
H45 -1.495 -0.208 5.707  0.083
H46 -6.364 0.881 -4.222  0.124
H47 -1.104 0.972 -2.113  0.084
H48 6.980 -0.738 6.336  0.067
H49 -1.655 3.336 2.432  0.118
H50 6.615 0.989 -3.127  0.067
H51 2.026 3.524 -0.354  0.076
H52 4.220 0.836 -3.823  0.076
H53 -1.296 -4.375 1.772  0.110
H54 1.348 -6.464 0.585  0.070
H55 -6.998 1.204 0.409  0.043
H56 -3.957 1.988 2.974  0.118
H57 4.437 2.139 -2.624  0.106
H58 5.178 0.957 6.688  0.070
H59 0.172 -1.150 0.971  0.128
H60 3.536 2.769 1.002  0.095
H61 3.466 0.784 6.398  0.093
H62 3.217 3.295 4.147  0.075
H63 1.125 4.289 1.052  0.079
H64 -1.924 -4.820 -0.587  0.085

Computed properties:
- SMILES = [H]/N=C(\C)C[C@H]1C[C@](c2cccnc2)([C@@H](C)CCC)OC1=O.CCOC(C)=O.CCOC(C)=O.CCOC(C)=O.CCOC(C)=O.CCOC(C)=O
- relative energy (zero: lowest compared OMol25 entry of this formula, charge and spin) (kcal/mol) = 126.4
- maximum force (eV Å⁻¹) = 6.00

---

(4)
Entry from OMol25: one molecule with the formula C18H23FN6O4 (wB97M-V/def2-TZVPD).

Each line ends with the natural charge from an NBO analysis.
Geometry (Å):
F1 -1.938 -1.578 -2.550  -0.305
O1 -4.732 1.962 0.251  -0.638
O2 3.423 0.216 1.954  -0.617
O3 -3.519 -3.247 -0.156  -0.529
O4 -2.546 0.873 -3.607  -0.631
N1 -3.803 -0.085 0.136  -0.489
N2 0.013 1.989 -2.039  -0.489
N3 -3.653 1.442 -1.682  -0.570
N4 1.239 0.740 1.620  -0.621
N5 -1.586 -2.411 0.736  -0.457
N6 1.868 1.591 -0.902  -0.357
C1 2.898 1.697 0.123  -0.123
C2 -2.661 -0.687 -1.850  0.221
C3 0.689 -0.075 2.689  -0.219
C4 0.454 -3.682 1.271  -0.404
C5 -0.615 -3.396 0.230  -0.215
C6 -4.040 1.064 -0.463  0.679
C7 0.853 2.470 -1.152  0.346
C8 1.636 0.479 -1.683  -0.120
C9 2.558 0.788 1.321  0.670
C10 0.735 3.804 -0.497  -0.665
C11 -2.761 -2.324 0.006  0.680
C12 -0.936 -1.150 1.104  -0.240
C13 0.501 0.749 -2.383  -0.089
C14 -2.960 0.566 -2.383  0.527
C15 0.092 -1.395 2.204  -0.219
C16 4.286 1.405 -0.418  -0.607
C17 1.136 -2.393 1.719  -0.404
C18 -3.096 -0.965 -0.583  0.120
H1 2.862 2.724 0.492  0.231
H2 0.598 1.186 0.986  0.403
H3 -2.690 1.821 -3.737  0.506
H4 -0.167 4.279 -0.873  0.251
H5 4.361 0.377 -0.769  0.217
H6 -0.440 -1.834 3.056  0.214
H7 1.588 4.445 -0.728  0.227
H8 2.289 -0.376 -1.671  0.226
H9 -0.145 -2.994 -0.680  0.177
H10 1.688 -1.956 0.879  0.198
H11 5.019 1.533 0.375  0.242
H12 -0.010 -4.174 2.130  0.207
H13 -0.434 -0.705 0.229  0.183
H14 -1.697 -0.452 1.453  0.225
H15 -1.164 -4.296 -0.039  0.233
H16 1.183 -4.376 0.848  0.216
H17 -0.083 0.511 3.194  0.202
H18 4.514 2.081 -1.241  0.217
H19 0.007 0.132 -3.113  0.223
H20 -4.838 2.748 -0.301  0.494
H21 1.493 -0.263 3.399  0.234
H22 1.868 -2.589 2.506  0.222
H23 0.659 3.730 0.591  0.219

Computed properties:
- SMILES = Cc1nccn1[C@H](C)C(=O)NC[C@@H]1CCCN(C(=O)c2nc(O)nc(O)c2F)C1
- relative energy (zero: lowest compared OMol25 entry of this formula, charge and spin) (kcal/mol) = 7.2
- maximum force (eV Å⁻¹) = 0.75

---

(5)
Entry from OMol25: a 2-piece molecular cluster, C2F3NO4S overall at a distorted geometry (wB97M-V/def2-TZVPD).

Each line ends with the natural charge from an NBO analysis.
Geometry (Å):
S1 -1.005 0.038 1.939  2.418
F1 2.003 0.968 -1.255  -0.326
F2 1.875 -1.152 -1.349  -0.334
F3 1.009 0.033 -2.973  -0.386
O1 -1.865 1.139 1.544  -1.084
O2 -1.689 -1.275 1.863  -1.072
O3 -0.442 0.292 3.322  -1.078
O4 -1.220 -0.063 -1.566  -0.564
N1 0.377 0.160 0.981  -0.980
C1 1.150 -0.039 -1.572  0.868
C2 -0.193 -0.101 -0.934  0.538

Computed properties:
- net charge = -2
- relative energy (zero: lowest compared OMol25 entry of this formula, charge and spin) (kcal/mol) = 0.0
- maximum force (eV Å⁻¹) = 5.58

---

(6)
Entry from OMol25: one molecule with the formula C3H6N2P2 at a distorted geometry (wB97M-V/def2-TZVPD).

Each line ends with the natural charge from an NBO analysis.
Geometry (Å):
P1 3.074 -0.483 -0.346  1.131
P2 1.062 0.317 0.725  1.195
N1 1.717 -1.160 0.156  -1.206
N2 2.303 1.101 -0.137  -1.255
C1 -0.326 0.771 -0.412  -0.756
C2 -1.627 -0.183 0.312  -0.155
C3 -1.970 -1.437 0.115  -0.419
H1 -1.469 -1.930 -0.662  0.208
H2 -0.272 0.574 -1.439  0.227
H3 -2.115 0.315 1.101  0.177
H4 -2.691 -1.742 0.772  0.209
H5 2.788 1.970 0.046  0.410
H6 -0.476 1.889 -0.229  0.234

Computed properties:
- SMILES = C=CC[P@@]12=P(=N1)N2
- relative energy (zero: lowest compared OMol25 entry of this formula, charge and spin) (kcal/mol) = 10.8
- maximum force (eV Å⁻¹) = 4.92

---

(7)
Entry from OMol25: CAgMgO2 as an isolated structure at a distorted geometry (wB97M-V/def2-TZVPD).

Each line ends with the natural charge from an NBO analysis.
Geometry (Å):
Ag1 0.168 0.311 -0.252  0.903
Mg1 -2.274 -2.446 0.470  1.831
O1 -1.084 -1.184 0.253  -1.779
O2 2.834 3.121 -0.094  -0.416
C1 2.066 2.283 -0.100  0.462

Computed properties:
- energy (Eh) = -535.33181
- net charge = +1
- maximum force (eV Å⁻¹) = 2.40

---

(8)
Entry from OMol25: C21H28F3O4Pd as an isolated structure at a distorted geometry (wB97M-V/def2-TZVPD).

Each line ends with the natural charge from an NBO analysis.
Geometry (Å):
Pd1 -1.623 0.249 1.996  0.889
F1 -5.807 -1.622 1.540  -0.346
F2 -4.720 0.142 2.194  -0.343
F3 -6.257 0.351 0.661  -0.341
O1 2.680 0.121 -2.241  -0.539
O2 -3.007 -0.513 0.125  -0.789
O3 0.088 0.498 -1.704  -0.559
O4 -4.824 -1.275 -1.039  -0.688
C1 -2.916 2.184 1.478  -0.317
C2 -2.713 2.155 2.889  -0.312
C3 0.172 -1.844 -1.739  -0.435
C4 2.786 -0.930 -3.237  -0.066
C5 4.037 1.933 -3.236  -0.622
C6 -0.489 -0.618 3.809  -0.301
C7 -0.653 2.464 1.883  -0.339
C8 -1.637 2.326 0.844  -0.362
C9 -1.874 -0.558 4.172  -0.302
C10 -2.601 -1.440 3.319  -0.299
C11 -1.309 2.324 3.130  -0.280
C12 -0.807 -0.650 -1.934  -0.113
C13 -5.254 -0.459 1.095  0.868
C14 0.839 0.117 -0.490  -0.073
C15 4.018 0.549 -2.623  0.269
C16 -0.352 -1.543 2.732  -0.361
C17 4.194 -0.532 -3.700  -0.471
C18 -1.670 -2.031 2.393  -0.329
C19 -4.236 -0.782 -0.081  0.700
C20 0.930 -1.441 -0.482  -0.448
C21 4.983 0.392 -1.461  -0.624
H1 6.004 0.469 -1.862  0.201
H2 0.898 -1.820 -2.596  0.185
H3 0.336 -0.098 4.293  0.223
H4 1.939 -1.855 -0.333  0.190
H5 0.223 0.389 0.404  0.169
H6 3.308 1.995 -4.063  0.221
H7 2.727 -1.914 -2.736  0.185
H8 -0.145 -2.891 -1.621  0.207
H9 -1.445 2.371 -0.228  0.249
H10 3.965 2.714 -2.468  0.214
H11 5.002 -1.223 -3.435  0.201
H12 -3.649 -1.702 3.387  0.240
H13 -1.263 -0.602 -2.940  0.177
H14 0.581 -1.869 2.280  0.228
H15 0.381 -1.765 0.414  0.213
H16 -2.290 0.011 4.995  0.224
H17 1.979 -0.759 -3.967  0.193
H18 4.879 -0.618 -1.034  0.217
H19 1.806 0.617 -0.447  0.194
H20 -1.893 -2.767 1.614  0.243
H21 0.400 2.676 1.722  0.221
H22 -1.638 -0.663 -1.155  0.256
H23 4.996 2.063 -3.747  0.198
H24 4.817 1.191 -0.718  0.215
H25 -3.483 2.080 3.641  0.223
H26 4.288 -0.195 -4.742  0.206
H27 -0.841 2.402 4.104  0.206
H28 -3.859 2.194 0.946  0.234

Computed properties:
- net charge = -1
- relative energy (zero: lowest compared OMol25 entry of this formula, charge and spin) (kcal/mol) = 2.2
- maximum force (eV Å⁻¹) = 2.61
- expectation value of S² = 2.0099
- 2S+1 = 3

---

(9)
Entry from OMol25: a 2-piece molecular cluster, C5H11O2 overall at a distorted geometry (wB97M-V/def2-TZVPD).

Each line ends with the natural charge from an NBO analysis.
Geometry (Å):
O1 0.291 -2.426 -0.214  -0.785
O2 0.353 -3.102 -2.357  -0.824
C1 -0.899 1.350 0.243  -0.447
C2 0.833 -2.546 -1.335  0.754
C3 -2.021 0.627 1.044  -0.657
C4 2.169 -1.809 -1.558  -0.748
C5 -0.076 2.139 1.272  -1.308
H1 2.509 -1.286 -0.667  0.199
H2 -1.496 2.046 -0.363  0.152
H3 2.821 -2.615 -1.908  0.189
H4 -2.817 0.356 0.344  0.177
H5 2.054 -1.043 -2.326  0.197
H6 -2.356 1.185 1.911  0.188
H7 -1.633 -0.305 1.474  0.208
H8 0.421 1.394 1.924  0.181
H9 -0.724 2.757 1.879  0.146
H10 0.893 2.580 1.036  0.174
H11 -0.322 0.697 -0.400  0.205

Computed properties:
- net charge = -2
- relative energy (zero: lowest compared OMol25 entry of this formula, charge and spin) (kcal/mol) = 14.8
- maximum force (eV Å⁻¹) = 2.09
- expectation value of S² = 0.7507
- 2S+1 = 2

---

(10)
Entry from OMol25: a 2-piece molecular cluster, C2H8N2S overall at a distorted geometry (wB97M-V/def2-TZVPD).

Each line ends with the natural charge from an NBO analysis.
Geometry (Å):
S1 0.459 -1.425 0.153  -0.731
N1 0.995 1.247 -1.552  -0.721
N2 -0.460 1.566 0.141  -0.679
C1 -0.680 -2.488 1.058  -0.738
C2 0.546 1.983 -0.552  0.372
H1 -0.807 -2.268 2.120  0.182
H2 0.624 0.319 -1.723  0.450
H3 -0.658 2.005 1.026  0.415
H4 -0.280 -3.516 1.091  0.190
H5 1.185 2.821 -0.351  0.211
H6 -1.677 -2.601 0.627  0.183
H7 -1.173 0.911 -0.152  0.456
H8 1.925 1.446 -1.887  0.410

Computed properties:
- relative energy (zero: lowest compared OMol25 entry of this formula, charge and spin) (kcal/mol) = 33.3
- maximum force (eV Å⁻¹) = 2.72

---

(11)
Entry from OMol25: C5H6AgLiO4 as an isolated structure at a distorted geometry (wB97M-V/def2-TZVPD).

Each line ends with the natural charge from an NBO analysis.
Geometry (Å):
Ag1 -1.628 0.472 2.300  0.951
O1 -4.148 -0.738 -0.964  -0.722
O2 -3.115 -0.165 0.896  -0.982
O3 4.900 1.174 -0.279  -0.454
O4 -2.044 -1.373 -0.674  -0.489
C1 3.841 1.560 -0.780  0.245
C2 2.633 1.705 -0.031  -0.289
C3 -1.003 -1.564 0.215  0.054
C4 -3.148 -0.735 -0.241  0.978
C5 0.270 -1.386 -0.145  -0.413
Li1 -5.019 0.361 0.448  0.970
H1 2.658 1.575 1.053  0.188
H2 1.058 -1.644 0.565  0.232
H3 -1.312 -1.937 1.195  0.181
H4 3.779 1.735 -1.873  0.131
H5 1.746 2.133 -0.500  0.180
H6 0.532 -1.173 -1.184  0.239

Computed properties:
- net charge = +1
- relative energy (zero: lowest compared OMol25 entry of this formula, charge and spin) (kcal/mol) = 0.0
- maximum force (eV Å⁻¹) = 1.56
- expectation value of S² = 0.7708
- 2S+1 = 2

---

(12)
Entry from OMol25: one molecule with the formula C6H5NS5 at a distorted geometry (wB97M-V/def2-TZVPD).

Each line ends with the natural charge from an NBO analysis.
Geometry (Å):
S1 1.270 -1.654 -3.174  0.014
S2 0.993 -2.557 -1.368  0.128
S3 -0.191 1.262 -2.890  -0.024
S4 -1.345 -0.113 -2.012  0.166
S5 1.656 0.261 -2.707  -0.011
N1 -1.763 1.629 0.364  -0.804
C1 0.451 -1.247 -0.242  -0.114
C2 1.109 -1.277 1.013  -0.275
C3 -0.829 0.631 0.536  0.189
C4 -0.513 -0.279 -0.484  -0.307
C5 -0.118 0.618 1.711  -0.254
C6 0.816 -0.363 1.991  -0.160
H1 1.881 -1.970 1.074  0.223
H2 -2.344 1.673 -0.417  0.399
H3 -0.394 1.347 2.470  0.205
H4 -1.968 2.387 1.141  0.402
H5 1.288 -0.349 2.991  0.225

Computed properties:
- SMILES = Nc1cccc2c1SSSSS2
- relative energy (zero: lowest compared OMol25 entry of this formula, charge and spin) (kcal/mol) = 12.1
- maximum force (eV Å⁻¹) = 3.89